DFT (ωB97M-V with the def2-TZVPD basis set) results for 2 unconnected molecules or ions with the total composition C9H11BN2.

Geometry as XYZ:
```
23
Properties=species:S:1:pos:R:3:forces:R:3:mulliken_charge:R:1
B -0.21004 0.29637 0.57141 -0.41 0.90 0.07 0.33
C -1.52117 2.64243 -2.74832 -0.20 0.42 -0.40 -0.58
C 1.31367 -2.38803 -2.31741 -0.69 -3.17 -2.19 0.04
C 0.03652 -2.60189 -1.88042 -0.80 1.39 3.18 -0.79
C 2.06035 -1.35379 -1.89803 0.34 2.55 -0.71 -0.68
C -0.41340 -1.70515 -0.88095 2.47 1.09 -1.33 -0.27
C 1.57943 -0.36035 -1.04776 1.60 -0.95 0.37 -0.18
C 0.34604 -0.56492 -0.43074 0.52 -2.13 -1.94 0.39
C -1.01185 2.33669 1.66216 -2.21 2.21 0.53 -0.86
C -0.50070 0.52439 3.04313 0.80 -3.30 -0.33 -0.83
N -1.13417 1.87432 -1.96354 0.42 -0.71 1.30 -0.27
N -0.59135 0.95530 1.64717 -0.87 1.06 1.52 0.12
H 1.61963 -3.13288 -3.11185 0.30 1.19 0.97 0.27
H -0.51736 -3.49047 -2.08508 -0.44 -0.17 -0.55 0.39
H 2.87233 -1.07425 -2.53053 1.09 -0.16 0.18 0.31
H -1.36039 -1.58752 -0.53439 -2.98 -0.98 0.84 0.44
H 2.33369 0.40902 -0.84791 -0.95 0.22 0.19 0.30
H -0.34239 2.86214 2.40729 -0.27 -0.13 -1.52 0.29
H -1.10199 2.71905 0.60860 0.35 0.05 1.14 0.38
H -2.05790 2.50498 2.21210 1.87 -0.91 -1.42 0.26
H 0.03453 -0.49710 2.93238 -0.76 1.58 1.15 0.32
H 0.04740 1.24962 3.64029 0.37 -0.14 -0.22 0.32
H -1.48088 0.38203 3.55241 0.45 0.08 -0.84 0.31
```
Positions in Å, forces in eV/Å.

Output
Charge   0
Energy relative to the best compared isomer or geometry (same formula, charge and spin)   125.1 kcal/mol